No. 1
Below is a 2-piece molecular cluster, C7H17NO4S overall, with properties calculated with ωB97M-V with the def2-TZVPD basis set.

Summary:
- E_HOMO: -0.343 Ha
- Charge: 0
- SMILES: CC(C)N=[S@@](C)(=O)O.C[C@@H](O)C=O
- LUMO energy: 0.72 eV

CARTESIAN COORDINATES (ANGSTROEM)
C -0.28125 2.03260 -0.29542
C -1.43596 1.19697 -0.92494
C -2.74864 1.56988 -0.17555
N -1.01147 -0.17162 -0.74633
S -1.98970 -1.22425 -0.17927
C -1.67828 -1.66850 1.55114
O -3.39384 -1.00080 -0.43624
O -1.40639 -2.67450 -0.80743
H -0.22350 3.07580 -0.57943
H -0.51986 2.04925 0.83807
H 0.63924 1.58787 -0.50008
H -1.47469 1.60964 -1.92366
H -2.67703 1.19436 0.84898
H -3.52345 0.96303 -0.67503
H -2.80598 2.68861 -0.19506
H -1.49814 -0.68265 2.03358
H -2.47127 -2.15245 2.09625
H -0.75179 -2.34667 1.67151
H -0.55513 -2.66906 -1.32000
C 2.88937 0.08643 -1.17273
C 2.52252 -0.80556 0.02374
O 1.50794 -0.48790 0.86537
C 2.43593 -2.19868 -0.52745
O 1.41177 -2.66632 -0.91313
H 2.21698 -0.11698 -1.97209
H 3.88411 0.06333 -1.57994
H 2.87540 1.09071 -0.78729
H 3.50212 -0.74412 0.56872
H 0.58479 -0.77046 0.37559
H 3.36088 -2.66228 -0.76618

Forces on atoms 1 to 3 (eV/Å):
C -2.271 0.433 2.357
C 0.672 2.286 2.134
C 0.724 0.036 -1.246

How is the electron density shared among the atoms? According to natural (NBO), the charges in e are: number 1, C, carries -0.591; number 2, C, carries -0.052; number 3, C, carries -0.636; number 4, N, carries -0.969; number 5, S, carries 2.219; number 6, C, carries -0.880; number 7, O, carries -0.903; number 8, O, carries -0.921; number 9, H, carries 0.200; number 10, H, carries 0.188; number 11, H, carries 0.211; number 12, H, carries 0.190; number 13, H, carries 0.184; number 14, H, carries 0.248; number 15, H, carries 0.215; number 16, H, carries 0.248; number 17, H, carries 0.259; number 18, H, carries 0.273; number 19, H, carries 0.549; number 20, C, carries -0.648; number 21, C, carries 0.011; number 22, O, carries -0.735; number 23, C, carries 0.451; number 24, O, carries -0.572; number 25, H, carries 0.213; number 26, H, carries 0.225; number 27, H, carries 0.232; number 28, H, carries 0.171; number 29, H, carries 0.508; number 30, H, carries 0.112



No. 2
Below is an isolated molecule of C4H7NO, with properties calculated with ωB97M-V with the def2-TZVPD basis set.

Summary:
- E_HOMO: -0.365 Ha
- Charge: 0
- SMILES: CCOCC#N
- LUMO energy: 0.84 eV

CARTESIAN COORDINATES (ANGSTROEM)
C 0.80799 -1.64320 0.30267
C -0.01869 -0.71364 -0.61695
O -1.04086 0.13133 0.02459
C -1.03472 1.68434 -0.17427
C -0.02022 1.69199 0.81593
N 0.82075 1.62222 1.59757
H 0.17674 -2.28668 0.92155
H 1.42555 -2.31624 -0.32228
H 1.48484 -1.08816 0.95707
H -0.60114 -1.33593 -1.30155
H 0.68759 -0.11190 -1.20039
H -1.94745 2.25318 0.15253
H -0.74038 2.11269 -1.15646

Forces on atoms 1 to 3 (eV/Å):
C -0.295 0.349 0.104
C -0.155 0.222 -0.288
O -1.419 0.599 -1.241

How is the electron density shared among the atoms? According to natural (NBO), the charges in e are: number 1, C, carries -0.635; number 2, C, carries -0.064; number 3, O, carries -0.540; number 4, C, carries -0.173; number 5, C, carries 0.263; number 6, N, carries -0.342; number 7, H, carries 0.216; number 8, H, carries 0.217; number 9, H, carries 0.229; number 10, H, carries 0.184; number 11, H, carries 0.176; number 12, H, carries 0.243; number 13, H, carries 0.226



No. 3
Below is a 12-piece molecular cluster, C65H60N12O10 overall, with properties calculated with ωB97M-V with the def2-TZVPD basis set.

Summary:
- E_HOMO: -0.338 Ha
- Charge: 0
- SMILES: O=[N+]([O-])c1ccccc1.O=[N+]([O-])c1ccccc1.O=[N+]([O-])c1ccccc1.O=[N+]([O-])c1ccccc1.O=[N+]([O-])c1ccccc1.c1ccncc1.c1ccncc1.c1ccncc1.c1ccncc1.c1ccncc1.c1ccncc1.c1ccncc1
- LUMO energy: -0.95 eV

CARTESIAN COORDINATES (ANGSTROEM)
O 0.98427 -4.45792 -3.85961
N 1.68780 -4.50478 -2.87712
O 2.41176 -3.57898 -2.48937
C 1.77808 -5.69694 -2.06115
C 2.87548 -5.89807 -1.24089
C 2.88696 -7.04971 -0.50410
C 1.85414 -7.97358 -0.58225
C 0.76657 -7.73130 -1.40960
C 0.71778 -6.53224 -2.12311
H 3.65952 -5.17521 -1.19624
H 3.75452 -7.27900 0.15237
H 1.87966 -8.87987 0.03801
H -0.06438 -8.44759 -1.47347
H -0.15864 -6.31754 -2.74358
O 1.34741 8.95147 -0.78113
N 2.10779 8.11846 -1.23432
O 3.09354 8.27159 -1.88504
C 1.76765 6.70015 -0.88562
C 0.75119 6.43154 0.00367
C 0.55862 5.11879 0.37148
C 1.29768 4.08085 -0.28175
C 2.25614 4.39519 -1.23928
C 2.46231 5.72606 -1.57765
H 0.19914 7.23659 0.44160
H -0.16741 4.92861 1.14860
H 1.14105 3.02254 -0.04533
H 2.91444 3.66751 -1.69790
H 3.15032 6.03192 -2.35952
O 5.98289 -1.54300 -5.41450
N 5.56441 -1.91474 -4.33696
O 5.32625 -3.06245 -4.05795
C 5.45424 -0.89522 -3.29815
C 4.75381 -1.23100 -2.16625
C 4.65896 -0.19759 -1.23906
C 5.24307 1.01781 -1.41996
C 5.84512 1.36219 -2.57629
C 5.96040 0.37794 -3.56271
H 4.32281 -2.20109 -2.01437
H 4.15873 -0.25922 -0.28991
H 5.21397 1.81227 -0.66913
H 6.25449 2.35329 -2.73842
H 6.48231 0.45247 -4.50759
O -1.09683 2.80652 8.19856
N -0.93479 2.30137 7.10674
O -1.54903 1.32176 6.72039
C -0.00945 3.03840 6.20683
C 0.89309 3.91759 6.74793
C 1.77899 4.54914 5.85039
C 1.72979 4.24737 4.51427
C 0.73613 3.37660 4.01448
C -0.12133 2.68127 4.86684
H 0.76597 4.12943 7.78270
H 2.50963 5.25402 6.15535
H 2.29960 4.80821 3.80362
H 0.61654 3.24092 2.96308
H -0.89291 1.99403 4.53138
O -1.03419 2.27399 0.48181
N -0.94054 1.38766 1.28865
O -1.33378 1.42734 2.42666
C -0.21167 0.19343 0.92299
C -0.00416 -0.81596 1.87835
C 0.78451 -1.87606 1.46677
C 1.33767 -1.90805 0.17161
C 1.15163 -0.88662 -0.71916
C 0.31237 0.17780 -0.37127
H -0.66443 -0.77835 2.74350
H 0.89688 -2.75893 2.11407
H 1.81086 -2.82969 -0.12646
H 1.53440 -0.91033 -1.73033
H -0.09909 0.96753 -1.00514
C -2.05719 -2.39123 5.24521
C -2.59948 -1.28456 4.61868
C -3.08975 -1.50399 3.30854
N -3.10934 -2.74189 2.76542
C -2.64162 -3.79507 3.43290
C -2.04112 -3.66623 4.65766
H -1.64108 -2.32014 6.23189
H -2.60951 -0.31607 5.10258
H -3.37394 -0.74081 2.58141
H -2.71268 -4.73974 2.88168
H -1.67436 -4.53046 5.19002
C -1.63475 -3.02389 -1.65685
C -2.19653 -3.83693 -2.67348
C -3.28837 -4.63740 -2.36306
N -3.76742 -4.85151 -1.12834
C -3.18824 -4.12288 -0.12449
C -2.21542 -3.15387 -0.36593
H -0.83980 -2.29854 -1.86818
H -1.89759 -3.69353 -3.70542
H -3.83961 -5.12966 -3.19585
H -3.48342 -4.40723 0.88365
H -1.82143 -2.57073 0.48251
C -2.24796 3.98066 -2.07308
C -3.35343 4.34497 -2.83479
C -3.41227 3.99280 -4.14410
N -2.47778 3.25993 -4.76901
C -1.40663 2.87711 -4.05781
C -1.21816 3.26492 -2.73213
H -2.20853 4.15102 -0.98738
H -4.17241 4.91764 -2.34070
H -4.24125 4.27631 -4.75621
H -0.58731 2.35885 -4.56553
H -0.30638 3.05280 -2.20674
C -4.71770 -0.53020 -2.31751
C -4.90668 -1.34821 -1.20563
C -4.33978 -1.01694 0.00694
N -3.63791 0.11512 0.20019
C -3.52507 0.93456 -0.82494
C -3.99249 0.62500 -2.12621
H -5.19018 -0.79551 -3.26437
H -5.41053 -2.30987 -1.25161
H -4.37947 -1.71860 0.82477
H -3.05570 1.89291 -0.65847
H -3.87705 1.43240 -2.89428
C 1.62579 -1.59306 -5.17898
C 0.29810 -1.40793 -4.76110
C -0.04250 -0.25038 -4.08514
N 0.91816 0.61327 -3.71088
C 2.15036 0.48351 -4.12464
C 2.56516 -0.58756 -4.95097
H 1.91289 -2.47633 -5.78388
H -0.43353 -2.19642 -4.93677
H -1.07157 -0.03165 -3.76184
H 2.86594 1.18241 -3.73277
H 3.60501 -0.63152 -5.27805
C -3.49699 4.64634 1.94551
C -3.85924 5.93502 1.47519
C -4.89745 6.05040 0.54682
N -5.53419 4.99688 0.04989
C -5.15906 3.76886 0.38301
C -4.18953 3.52339 1.38446
H -2.76978 4.48820 2.74482
H -3.26952 6.82130 1.70590
H -5.15998 7.01258 0.12533
H -5.65783 2.92357 -0.07686
H -4.01223 2.50752 1.79419
C 1.72368 -4.54837 4.16866
C 2.26438 -3.29713 4.53590
C 3.27930 -2.75347 3.73091
N 3.76134 -3.34274 2.63944
C 3.30533 -4.56498 2.32585
C 2.29275 -5.18350 3.05063
H 0.92405 -4.98288 4.78301
H 1.80436 -2.82633 5.40694
H 3.74382 -1.83200 3.98656
H 3.63875 -4.91677 1.34273
H 1.86087 -6.09208 2.61318

Forces on atoms 1 to 3 (eV/Å):
O -0.110 -0.256 0.231
N 1.460 1.591 0.383
O -0.717 -0.277 -0.573

Atom charges from the Mulliken analysis, given in e for atoms 1 to 99: number 1, O, carries -0.572; number 2, N, carries 0.994; number 3, O, carries -0.369; number 4, C, carries 0.087; number 5, C, carries -0.469; number 6, C, carries -0.422; number 7, C, carries -0.538; number 8, C, carries -0.677; number 9, C, carries -0.324; number 10, H, carries 0.672; number 11, H, carries 0.386; number 12, H, carries 0.394; number 13, H, carries 0.391; number 14, H, carries 0.423; number 15, O, carries -0.612; number 16, N, carries 1.021; number 17, O, carries -0.608; number 18, C, carries -0.066; number 19, C, carries -0.748; number 20, C, carries -0.072; number 21, C, carries -0.395; number 22, C, carries -0.395; number 23, C, carries -0.411; number 24, H, carries 0.524; number 25, H, carries 0.452; number 26, H, carries 0.283; number 27, H, carries 0.623; number 28, H, carries 0.469; number 29, O, carries -0.637; number 30, N, carries 1.195; number 31, O, carries -0.628; number 32, C, carries -0.185; number 33, C, carries -0.118; number 34, C, carries -0.027; number 35, C, carries -0.756; number 36, C, carries -0.541; number 37, C, carries -0.577; number 38, H, carries 0.441; number 39, H, carries 0.499; number 40, H, carries 0.426; number 41, H, carries 0.417; number 42, H, carries 0.509; number 43, O, carries -0.600; number 44, N, carries 0.971; number 45, O, carries -0.604; number 46, C, carries 0.423; number 47, C, carries -0.786; number 48, C, carries -0.304; number 49, C, carries -0.949; number 50, C, carries -0.051; number 51, C, carries -0.558; number 52, H, carries 0.525; number 53, H, carries 0.422; number 54, H, carries 0.463; number 55, H, carries 0.415; number 56, H, carries 0.563; number 57, O, carries -0.239; number 58, N, carries 1.031; number 59, O, carries -0.354; number 60, C, carries 0.255; number 61, C, carries -0.348; number 62, C, carries -0.981; number 63, C, carries -0.545; number 64, C, carries 0.326; number 65, C, carries -0.510; number 66, H, carries 0.622; number 67, H, carries 0.369; number 68, H, carries 0.377; number 69, H, carries -0.071; number 70, H, carries 0.153; number 71, C, carries -0.124; number 72, C, carries -0.858; number 73, C, carries 0.117; number 74, N, carries -0.052; number 75, C, carries -0.119; number 76, C, carries -0.917; number 77, H, carries 0.462; number 78, H, carries 0.437; number 79, H, carries 0.188; number 80, H, carries 0.301; number 81, H, carries 0.621; number 82, C, carries 0.864; number 83, C, carries -0.724; number 84, C, carries -0.521; number 85, N, carries -0.582; number 86, C, carries -0.450; number 87, C, carries 0.699; number 88, H, carries -0.080; number 89, H, carries 0.216; number 90, H, carries 0.351; number 91, H, carries 0.199; number 92, H, carries -0.033; number 93, C, carries 0.133; number 94, C, carries -0.285; number 95, C, carries -0.521; number 96, N, carries -0.673; number 97, C, carries -0.772; number 98, C, carries 0.447; number 99, H, carries 0.228



No. 4
Below is C12H26BMgN2O2P2 as an isolated structure, with properties calculated with ωB97M-V with the def2-TZVPD basis set.

Summary:
- E_HOMO (spin up / spin down): -0.336 / -0.336 Ha
- Charge: +1
- LUMO energy (spin up / spin down): -4.56 / -4.56 eV

CARTESIAN COORDINATES (ANGSTROEM)
Mg 0.40722 0.70248 0.22906
P 2.44509 -1.12283 0.86924
C 2.38133 -1.67882 -0.82171
C 1.11593 -1.70231 -1.49891
N -0.02881 -0.99394 -1.10127
C -1.22838 -1.36765 -1.58605
C -1.32608 -2.32282 -2.59341
C -0.19114 -2.85980 -3.17178
C 1.03459 -2.47079 -2.68552
C -2.53619 -0.73659 -1.13946
P -2.43079 0.91868 -0.38011
H 1.97693 -2.83880 -3.08721
H -2.32075 -2.54892 -2.98320
H -0.26780 -3.56963 -4.01871
H -3.20163 -0.66108 -2.01000
H -3.01329 -1.38741 -0.39440
H 2.29130 2.61579 -1.40577
H 3.27623 -1.52775 -1.42907
H 0.26903 6.35190 -0.35418
O 1.82801 1.73377 -1.48840
H 1.16505 1.80870 -2.25037
H -1.32398 0.71784 0.53321
O -0.35111 5.60949 -0.28202
H 0.32897 4.92917 -0.10780
C -2.59118 2.13956 -1.70993
H -3.57253 2.05664 -2.20987
H -2.52665 3.15494 -1.28943
H -1.82517 2.04066 -2.48943
C -3.88511 1.20204 0.66890
H -3.61197 2.05969 1.31377
H -4.76257 1.47698 0.05077
H -4.11071 0.31967 1.29133
C 2.41644 -2.81872 1.56325
H 3.38679 -3.29404 1.38054
H 2.17471 -2.81105 2.63200
H 1.64810 -3.37088 1.00924
C 4.18266 -0.54339 1.13159
H 4.28718 -0.17946 2.16686
H 4.90662 -1.35303 0.96633
H 4.40009 0.29590 0.45379
B -0.21400 0.18637 4.85597
C -0.01251 0.67210 3.40508
N 0.18466 0.98434 2.28960
H 0.74573 -0.51449 5.15543
H -1.24857 -0.46127 4.93038
H -0.27174 1.15873 5.59168

Forces on atoms 1 to 3 (eV/Å):
Mg 3.474 -1.878 0.537
P 0.125 0.121 -0.608
C -1.801 1.762 -1.147

How is the electron density shared among the atoms? According to natural (NBO), the charges in e are: number 1, Mg, carries 1.683; number 2, P, carries 0.707; number 3, C, carries -0.753; number 4, C, carries 0.186; number 5, N, carries -0.808; number 6, C, carries 0.191; number 7, C, carries -0.319; number 8, C, carries -0.178; number 9, C, carries -0.226; number 10, C, carries -0.750; number 11, P, carries 1.275; number 12, H, carries 0.233; number 13, H, carries 0.215; number 14, H, carries 0.236; number 15, H, carries 0.279; number 16, H, carries 0.282; number 17, H, carries 0.516; number 18, H, carries 0.237; number 19, H, carries 0.480; number 20, O, carries -0.980; number 21, H, carries 0.504; number 22, H, carries -0.059; number 23, O, carries -0.927; number 24, H, carries 0.449; number 25, C, carries -0.959; number 26, H, carries 0.303; number 27, H, carries 0.289; number 28, H, carries 0.274; number 29, C, carries -0.942; number 30, H, carries 0.284; number 31, H, carries 0.283; number 32, H, carries 0.293; number 33, C, carries -0.908; number 34, H, carries 0.237; number 35, H, carries 0.240; number 36, H, carries 0.243; number 37, C, carries -0.919; number 38, H, carries 0.248; number 39, H, carries 0.238; number 40, H, carries 0.230; number 41, B, carries -0.634; number 42, C, carries 0.491; number 43, N, carries -0.897; number 44, H, carries 0.047; number 45, H, carries 0.037; number 46, H, carries 0.049



No. 5
Below is a 2-piece molecular cluster, C3H9N2O overall, with properties calculated with ωB97M-V with the def2-TZVPD basis set.

Summary:
- E_HOMO: -0.460 Ha
- Charge: +1
- LUMO energy: -3.63 eV

CARTESIAN COORDINATES (ANGSTROEM)
C 0.05781 1.85454 -1.40902
C -0.06016 -0.06088 -0.21162
C -0.45599 0.42588 1.14335
N 1.37998 -0.54510 -0.26484
N -0.87923 -1.00824 -0.79908
O 0.74573 2.44938 -2.19628
H -0.89777 2.25122 -1.04501
H -0.48687 -0.39466 1.86320
H -1.45088 0.86118 1.10146
H 0.22388 1.19092 1.50923
H 1.94246 -0.06259 0.44858
H 1.41694 -1.56604 -0.09670
H -1.85632 -0.94311 -0.56182
H 1.79866 -0.35385 -1.18568
H -0.73464 -1.21185 -1.77828

Forces on atoms 1 to 3 (eV/Å):
C 0.577 0.232 -0.335
C 0.892 2.288 -1.945
C 0.080 -0.141 -0.071

How is the electron density shared among the atoms? According to natural (NBO), the charges in e are: number 1, C, carries 0.389; number 2, C, carries 0.270; number 3, C, carries -0.698; number 4, N, carries -0.718; number 5, N, carries -0.842; number 6, O, carries -0.443; number 7, H, carries 0.131; number 8, H, carries 0.246; number 9, H, carries 0.260; number 10, H, carries 0.243; number 11, H, carries 0.450; number 12, H, carries 0.440; number 13, H, carries 0.416; number 14, H, carries 0.453; number 15, H, carries 0.403



Per-record F_max, eV/Å: 4.1 3.0 2.7 4.0 3.3